(1)
The following is a quantum chemistry calculation of C4H12N2O in the gas phase in a non-equilibrium geometry, from the Open Molecules 2025 dataset.

The geometry in XYZ format:
```
19
Properties=species:S:1:pos:R:3:forces:R:3:mulliken_charge:R:1
O 0.268 -1.362 1.570 0.37 0.00 -0.03 -0.5281
N -2.673 1.098 -0.716 0.54 0.01 1.42 -0.6348
N -0.356 1.284 0.291 2.18 -2.03 -0.95 -0.3648
C -1.368 1.817 -0.562 -0.80 0.73 0.23 -0.4692
C 0.237 0.074 -0.323 0.25 -0.03 -0.25 -0.7434
C 1.136 -0.695 0.639 -0.42 0.29 -0.41 0.3700
C 1.992 -1.685 -0.132 0.52 1.46 -0.05 -1.5548
H -0.925 1.871 -1.556 0.18 0.07 0.01 0.2930
H -3.290 1.594 -0.078 -0.35 0.08 -0.31 0.2862
H 1.764 0.037 1.158 0.02 -0.11 0.19 0.2384
H -0.396 0.957 1.246 -1.54 1.07 0.40 0.2820
H 2.733 -1.144 -0.727 -0.28 0.30 -0.23 0.3691
H 0.683 -2.206 1.776 -0.12 0.02 0.20 0.3143
H 2.671 -2.202 0.539 -0.53 -1.00 0.10 0.4731
H 0.840 0.285 -1.212 -0.05 0.53 0.02 0.3441
H 1.342 -2.193 -0.835 0.24 -0.92 0.22 0.3976
H -2.533 0.250 -0.164 -0.13 -0.37 -0.51 0.2579
H -1.587 2.836 -0.240 -0.03 0.07 -0.14 0.3598
H -0.539 -0.616 -0.675 -0.05 -0.19 0.08 0.3097
```
Forces are in eV/Å.

For the relative energy (zero: lowest compared OMol25 entry of this formula, charge and spin), the calculation gives 44.0 kcal/mol. As for the SMILES: C[C@H](O)CNCN. The calculation puts the LUMO energy at 0.902 eV. The calculation puts the largest force on an atom at 0.0607 hartree/bohr.



(2)
The following is a quantum chemistry calculation of a 2-piece molecular cluster, C4H12N2O overall in a non-equilibrium geometry, from the Open Molecules 2025 dataset.

The geometry in XYZ format:
```
19
Properties=species:S:1:pos:R:3:forces:R:3:mulliken_charge:R:1
O -3.412 -1.577 -0.928 -0.26 0.34 -1.49 -0.6349
N -1.241 0.235 1.205 -0.94 5.96 -1.65 -0.5456
N 2.349 0.872 0.520 -1.75 -1.01 2.65 -0.5793
C 0.350 0.637 -0.944 -0.28 -2.10 0.86 -0.2822
C 1.500 -0.034 -0.217 1.70 -2.08 0.55 0.4299
C -0.647 1.117 0.139 0.04 2.02 1.29 -0.9227
C 1.695 -1.418 -0.146 -0.98 2.33 -1.72 -0.9215
H 0.657 1.439 -1.623 -0.21 -0.13 0.25 0.3101
H -0.709 0.337 1.999 1.23 0.29 2.25 0.2308
H 1.655 1.096 1.361 2.58 0.02 -1.72 0.2738
H 2.279 -1.887 0.726 -0.67 0.54 -2.04 0.2562
H -0.118 -0.218 -1.439 -0.13 0.36 -0.72 0.1994
H -0.041 1.850 0.701 -0.40 0.08 -0.07 0.4151
H 3.193 0.327 0.881 -1.71 1.02 -0.33 0.3233
H -1.461 1.755 -0.242 0.28 -0.52 -0.47 0.3497
H -3.255 -0.858 -1.557 -0.58 -0.46 -0.70 0.3143
H -1.147 -0.629 0.955 0.54 -6.68 -1.85 0.2584
H -2.913 -1.167 -0.255 0.80 0.20 2.24 0.3215
H 1.265 -1.876 -1.139 0.74 -0.17 2.68 0.2040
```
Forces are in eV/Å.

For the relative energy (zero: lowest compared OMol25 entry of this formula, charge and spin), the calculation gives 79.5 kcal/mol. As for the SMILES: C=C(N)CCN.O. The calculation puts the LUMO energy at 0.685 eV. The calculation puts the largest force on an atom at 0.1352 hartree/bohr.



(3)
The following is a quantum chemistry calculation of a 2-piece molecular cluster, C4H12N2O overall in a non-equilibrium geometry, from the Open Molecules 2025 dataset.

The geometry in XYZ format:
```
19
Properties=species:S:1:pos:R:3:forces:R:3:mulliken_charge:R:1
O 2.240 0.131 -2.618 0.57 -0.56 -0.73 -0.6534
N 2.011 1.924 0.391 -0.01 -0.28 -0.13 -0.4594
N -2.965 -1.261 0.823 -0.46 1.26 0.22 -0.6703
C -0.684 -0.632 -0.153 -0.41 -0.24 0.02 -0.4282
C -0.013 0.675 0.166 1.14 -0.87 -0.48 -0.4263
C 1.322 0.713 0.283 -0.43 1.42 0.52 -0.4214
C -1.479 -1.287 1.001 -1.54 0.22 -1.08 -0.5055
H 2.972 1.932 0.672 -0.02 -0.03 0.13 0.1891
H -0.504 1.641 0.174 -0.52 -0.16 -0.02 0.2606
H -1.344 -0.528 -1.021 -0.20 0.20 0.14 0.3662
H 1.939 -0.168 0.319 0.09 -0.22 -0.18 0.4949
H 2.465 -0.664 -2.112 -0.34 0.56 0.02 0.3119
H -3.326 -0.397 1.240 0.18 -0.44 0.29 0.2523
H 0.027 -1.371 -0.537 0.38 0.27 0.29 0.2380
H -3.275 -1.092 -0.133 0.56 -0.59 -0.21 0.2415
H -1.260 -2.352 1.053 0.51 0.10 0.39 0.2625
H 1.722 0.726 -2.082 -0.20 -0.03 0.57 0.3597
H 1.474 2.752 0.607 0.19 -0.20 0.00 0.1799
H -1.322 -0.742 1.926 0.50 -0.42 0.22 0.4077
```
Forces are in eV/Å.

For the relative energy (zero: lowest compared OMol25 entry of this formula, charge and spin), the calculation gives 44.4 kcal/mol. As for the SMILES: N/C=C/CCN.O. The calculation puts the LUMO energy at 0.906 eV. The calculation puts the largest force on an atom at 0.0368 hartree/bohr.



(4)
The following is a quantum chemistry calculation of C4H12N2O in the gas phase in a non-equilibrium geometry, from the Open Molecules 2025 dataset.

The geometry in XYZ format:
```
19
Properties=species:S:1:pos:R:3:forces:R:3:mulliken_charge:R:1
O 1.321 1.453 -0.419 0.08 -0.07 2.38 -0.5853
N -1.218 0.867 0.074 -0.23 -2.41 0.40 -0.2499
N -0.262 0.032 0.801 -0.84 1.26 -4.21 -0.3738
C 1.010 -0.604 -1.380 -3.37 -4.15 1.98 -1.8362
C 1.015 0.083 -0.046 -0.50 1.25 2.35 1.6389
C -2.549 0.370 0.163 -1.41 -1.80 -0.26 -1.0297
C 1.960 -0.427 1.010 2.25 -3.37 -3.00 -1.7553
H 1.933 -0.735 -1.874 1.12 0.22 -0.30 0.4118
H 0.535 -1.681 -1.189 1.26 1.89 -0.50 0.3136
H 1.841 -0.044 1.943 -0.45 1.46 2.53 0.4636
H 1.454 1.510 -1.349 -0.01 -0.05 -0.95 0.3304
H -1.251 1.821 0.309 0.78 1.33 0.67 0.1787
H 2.969 -0.266 0.671 0.64 0.49 0.03 0.3791
H -0.221 0.201 1.800 0.57 0.46 -0.29 0.2466
H 1.989 -1.565 1.126 -0.72 1.37 -0.31 0.3054
H 0.237 -0.158 -1.962 -0.29 0.63 -0.78 0.5103
H -3.291 0.964 -0.311 -0.12 1.04 -1.11 0.3721
H -3.054 0.237 1.092 0.35 0.30 1.98 0.3673
H -2.740 -0.646 -0.210 0.88 0.15 -0.63 0.3125
```
Forces are in eV/Å.

For the relative energy (zero: lowest compared OMol25 entry of this formula, charge and spin), the calculation gives 76.8 kcal/mol. As for the SMILES: CNNC(C)(C)O. The calculation puts the LUMO energy at 0.996 eV. The calculation puts the largest force on an atom at 0.1109 hartree/bohr.



(5)
The following is a quantum chemistry calculation of a 2-piece molecular cluster, C4H12N2O overall in a non-equilibrium geometry, from the Open Molecules 2025 dataset.

The geometry in XYZ format:
```
19
Properties=species:S:1:pos:R:3:forces:R:3:mulliken_charge:R:1
O -1.088 -0.744 -0.109 0.06 0.69 -2.05 -0.5470
N 0.076 -1.819 -1.904 1.49 1.43 0.48 -0.3617
N 0.249 1.701 1.156 0.49 0.04 0.66 -0.3651
C 0.190 -0.814 -0.792 -0.68 -0.40 -0.39 -0.3377
C 1.404 -2.331 -2.289 -0.11 0.08 -0.60 -0.8273
C -0.512 2.543 1.975 -0.78 0.01 0.51 0.0012
C -1.640 2.247 2.668 1.36 -0.05 -1.06 -0.7889
H 0.943 -1.084 -0.001 -0.60 -0.02 -0.67 0.2700
H 1.341 -3.084 -3.110 -0.20 0.47 0.74 0.3110
H 1.259 1.810 1.290 -0.61 -0.02 -0.14 0.2279
H -1.975 1.218 2.779 -0.15 0.23 -0.15 0.2567
H -2.233 3.064 3.037 -0.04 -0.02 0.38 0.2371
H -1.719 -0.394 -0.810 1.02 -0.58 1.43 0.3177
H 1.965 -1.487 -2.735 -0.04 -0.37 0.39 0.2791
H -0.025 0.729 1.212 -0.10 -0.01 -0.03 0.1532
H -0.134 3.564 1.985 -0.20 -0.05 -0.12 0.2816
H 1.985 -2.766 -1.444 -0.26 0.24 -0.41 0.2954
H 0.482 0.194 -1.224 -0.34 -1.15 0.43 0.3486
H -0.567 -2.547 -1.685 -0.31 -0.51 0.61 0.2481
```
Forces are in eV/Å.

For the relative energy (zero: lowest compared OMol25 entry of this formula, charge and spin), the calculation gives 54.3 kcal/mol. As for the SMILES: C=CN.CNCO. The calculation puts the LUMO energy at 0.972 eV. The calculation puts the largest force on an atom at 0.0421 hartree/bohr.



(6)
The following is a quantum chemistry calculation of C4H12N2O in the gas phase in a non-equilibrium geometry, from the Open Molecules 2025 dataset.

The geometry in XYZ format:
```
19
Properties=species:S:1:pos:R:3:forces:R:3:mulliken_charge:R:1
O -0.212 2.089 1.913 0.38 0.03 -0.62 -0.5676
N -1.006 0.732 -0.569 -0.03 1.14 0.29 -0.6015
N -0.653 -1.534 -2.271 -0.51 -1.29 1.53 -0.6449
C -0.283 -0.392 -0.018 0.08 0.07 -0.86 0.8727
C 0.664 0.949 2.030 -1.58 0.41 1.16 -0.6031
C 0.873 0.125 0.786 2.68 0.90 -0.21 -1.1738
C 0.194 -1.408 -1.079 0.09 -0.67 -0.54 -0.8798
H -0.978 -0.902 0.612 -0.53 -0.49 0.70 0.1876
H -1.934 0.700 -0.944 -0.04 -0.53 0.05 0.1312
H 0.174 0.366 2.821 0.34 -0.40 -0.08 0.2622
H 1.684 -0.589 0.997 -0.90 -0.81 0.44 0.4644
H 0.292 -2.411 -0.653 -0.13 0.14 0.37 0.3113
H 1.574 0.706 0.147 -0.91 0.43 -0.44 0.3820
H -0.643 2.043 1.049 -0.16 -0.18 0.21 0.3796
H 1.582 1.351 2.458 0.31 -0.33 -0.29 0.3163
H -0.504 1.536 -0.895 0.39 -0.16 -0.32 0.2481
H 1.202 -1.199 -1.452 -0.03 0.37 0.14 0.3881
H -1.623 -1.334 -2.053 -0.06 -0.30 0.14 0.2454
H -0.404 -0.827 -2.880 0.60 1.68 -1.67 0.2818
```
Forces are in eV/Å.

For the relative energy (zero: lowest compared OMol25 entry of this formula, charge and spin), the calculation gives 41.3 kcal/mol. As for the SMILES: NC[C@H](N)CCO. The calculation puts the LUMO energy at 0.914 eV. The calculation puts the largest force on an atom at 0.0551 hartree/bohr.



(7)
The following is a quantum chemistry calculation of a 2-piece molecular cluster, C4H12N2O overall in a non-equilibrium geometry, from the Open Molecules 2025 dataset.

The geometry in XYZ format:
```
19
Properties=species:S:1:pos:R:3:forces:R:3:mulliken_charge:R:1
O -0.608 4.993 0.865 -0.09 -0.14 -0.04 -0.6677
N 0.843 -2.137 -1.578 -0.90 0.11 -0.36 -0.6188
N 0.596 1.805 0.596 -1.41 0.02 0.17 -0.5308
C -0.456 -2.296 -0.869 0.06 -0.69 -0.13 -0.6809
C 0.310 0.485 0.117 1.47 0.61 0.32 0.0128
C -0.367 -1.945 0.612 -0.78 0.62 -0.77 -0.3932
C -0.187 -0.470 0.902 -0.58 -0.18 -0.63 -0.3630
H 0.386 -2.632 1.007 0.21 0.55 0.40 0.2415
H 1.582 2.026 0.619 0.03 -0.20 -0.23 0.2259
H -1.311 -2.162 1.116 -0.05 -0.58 -0.19 0.2814
H 0.778 -2.770 -2.372 0.34 -0.02 0.08 0.2529
H -0.738 4.100 0.519 0.11 0.01 0.05 0.3256
H -1.316 -1.860 -1.382 0.12 0.70 0.09 0.3314
H 0.846 -1.225 -2.024 0.24 0.03 0.14 0.2183
H 0.209 5.283 0.453 0.05 0.04 -0.02 0.3147
H -0.792 -0.102 1.733 0.82 -0.08 0.56 0.1997
H 0.668 0.409 -0.903 0.13 -0.65 0.15 0.1597
H -0.691 -3.350 -0.956 0.06 -0.45 0.29 0.4452
H 0.248 1.849 1.546 0.18 0.33 0.13 0.2453
```
Forces are in eV/Å.

For the relative energy (zero: lowest compared OMol25 entry of this formula, charge and spin), the calculation gives 48.6 kcal/mol. As for the SMILES: N/C=C/CCN.O. The calculation puts the LUMO energy at 0.966 eV. The calculation puts the largest force on an atom at 0.0314 hartree/bohr.



(8)
The following is a quantum chemistry calculation of a 2-piece molecular cluster, C4H12N2O overall in a non-equilibrium geometry, from the Open Molecules 2025 dataset.

The geometry in XYZ format:
```
19
Properties=species:S:1:pos:R:3:forces:R:3:mulliken_spin:R:1
O -1.632 1.669 0.800 0.05 0.44 -0.40 0.1665
N 1.736 1.119 0.259 -0.13 -0.01 0.18 0.0184
N 2.560 -0.037 0.197 0.24 0.10 -0.21 -0.0003
C 1.861 -1.244 -0.209 -0.04 0.18 -0.02 0.0288
C -1.568 0.501 -1.260 0.70 0.54 -8.77 1.0067
C -1.662 0.525 0.062 -0.61 -1.41 9.64 0.7139
C -1.794 -0.690 0.928 0.17 0.94 -0.60 0.0302
H -1.054 -0.648 1.727 0.08 -0.18 0.24 0.0244
H -1.557 2.438 0.223 0.00 0.06 -0.01 -0.0074
H 1.119 1.178 -0.552 -0.10 -0.12 -0.02 -0.0024
H 1.328 -1.135 -1.167 -0.03 -0.01 0.02 -0.0083
H -1.476 1.402 -1.845 0.00 0.09 -0.17 0.0054
H -2.778 -0.710 1.392 -0.32 -0.23 0.27 0.0291
H -1.599 -0.425 -1.800 0.00 -0.12 -0.16 0.0008
H 1.144 1.037 1.085 0.17 0.06 -0.20 -0.0009
H -1.656 -1.597 0.347 0.02 -0.12 -0.01 -0.0006
H 2.582 -2.054 -0.294 0.01 -0.09 -0.01 0.0010
H 1.135 -1.501 0.562 -0.03 -0.09 -0.01 -0.0039
H 3.310 0.173 -0.457 -0.17 -0.03 0.26 -0.0014
```
Forces are in eV/Å.

The expectation value of S² is 2.01. For the relative energy (zero: lowest compared OMol25 entry of this formula, charge and spin), the calculation gives 48.7 kcal/mol. The calculation puts the LUMO energy (spin up / spin down) at 0.778 / -1.850 eV. The calculation puts the largest force on an atom at 0.1899 hartree/bohr. As for the multiplicity: 3.



(9)
The following is a quantum chemistry calculation of a 2-piece molecular cluster, C4H12N2O overall in a non-equilibrium geometry, from the Open Molecules 2025 dataset.

The geometry in XYZ format:
```
19
Properties=species:S:1:pos:R:3:forces:R:3:mulliken_spin:R:1
O -0.976 -0.156 -2.791 -0.48 -1.01 1.11 0.0034
N -0.812 -0.904 -0.046 -2.06 1.45 0.92 0.4009
N -3.074 -0.602 -0.517 -0.09 -1.00 0.06 0.7219
C 1.288 0.518 0.203 0.92 0.37 1.14 0.0130
C -2.053 -0.456 0.294 1.92 -0.25 -0.67 -0.1352
C 2.228 0.875 1.377 1.01 -0.52 0.07 0.0018
C 0.285 -0.472 0.776 1.19 0.09 1.67 -0.0143
H 0.852 -1.320 1.218 -0.37 -0.07 -0.93 0.0292
H 3.174 1.337 1.069 -0.37 -0.05 -0.38 0.0005
H 0.851 1.488 -0.051 -0.25 -0.47 -0.84 0.0020
H -0.101 -0.037 1.706 -0.42 0.08 -0.33 0.0033
H -0.357 0.332 -3.335 -0.41 0.56 -0.17 0.0003
H 1.823 1.566 2.105 -0.49 -0.02 0.14 0.0003
H 1.933 0.040 -0.537 -0.48 0.36 -0.47 -0.0008
H -2.155 0.164 1.180 0.10 -0.14 0.16 0.0147
H -2.963 -1.559 -0.895 -0.58 0.38 -0.63 -0.0158
H -0.674 -1.059 -1.055 0.18 -0.35 -0.08 -0.0231
H 2.549 -0.041 1.888 -0.14 0.16 0.11 -0.0010
H -1.819 0.286 -2.589 0.82 0.42 -0.88 -0.0012
```
Forces are in eV/Å.

The expectation value of S² is 0.78. For the relative energy (zero: lowest compared OMol25 entry of this formula, charge and spin), the calculation gives 29.8 kcal/mol. As for the total charge: +1. The calculation puts the LUMO energy (spin up / spin down) at -4.410 / -7.996 eV. The calculation puts the largest force on an atom at 0.0521 hartree/bohr. As for the multiplicity: 2.



(10)
The following is a quantum chemistry calculation of an isolated ion of composition C4H12N2O and charge +1 in a non-equilibrium geometry, from the Open Molecules 2025 dataset.

The geometry in XYZ format:
```
19
Properties=species:S:1:pos:R:3:forces:R:3:mulliken_spin:R:1
O -1.464 -1.299 -0.711 1.09 1.44 1.95 0.0029
N -1.346 1.490 0.390 4.08 -3.62 -0.51 0.8859
N 1.103 2.069 -0.934 2.21 -0.87 2.04 0.0199
C -0.670 -0.891 0.549 -3.84 -1.11 -0.38 0.0089
C -0.147 0.521 0.479 0.32 -1.02 1.32 0.0024
C 0.390 -1.868 0.750 2.40 -3.86 1.92 -0.0009
C 0.672 0.607 -0.764 3.62 1.77 -1.54 0.0847
H -1.434 -0.859 1.373 0.77 -0.51 -0.48 -0.0080
H 2.045 2.236 -0.263 -3.26 -0.52 -2.56 0.0021
H -1.906 1.264 -0.412 -1.17 -0.24 -0.35 -0.0116
H 0.994 -1.662 1.736 -0.70 -0.14 -2.13 0.0000
H 1.645 -0.065 -0.853 -2.27 0.94 1.12 0.0073
H 0.995 -2.096 -0.155 0.10 1.13 0.64 0.0006
H -2.174 -1.878 -0.389 0.29 0.19 -0.16 0.0009
H 0.116 -2.994 0.902 -0.64 2.18 0.13 0.0015
H 0.094 0.272 -1.577 -0.87 0.03 -1.32 -0.0019
H 1.410 2.161 -1.907 0.13 0.26 0.49 -0.0001
H -1.007 2.389 0.480 0.21 3.13 0.55 -0.0060
H 0.684 0.603 1.305 -2.47 0.82 -0.71 0.0115
```
Forces are in eV/Å.

The expectation value of S² is 0.75. For the relative energy (zero: lowest compared OMol25 entry of this formula, charge and spin), the calculation gives 72.8 kcal/mol. As for the total charge: +1. The calculation puts the LUMO energy (spin up / spin down) at -3.022 / -8.825 eV. The calculation puts the largest force on an atom at 0.1065 hartree/bohr. As for the multiplicity: 2.